A structure of composition C36H86AsF6N8O16P2 at a distorted geometry. Source: the Open Molecules 2025 dataset; level of theory: ωB97M-V with the def2-TZVPD basis set.

Computed properties:
total charge = -1
HOMO energy = -7.63 eV
LUMO = 1.7 eV
gap between HOMO and LUMO = 9.299 eV

Geometry (Å):
As  -1.454  -1.159  -0.426
F  0.232  -0.633  0.050
F  -1.238  -0.723  -2.129
F  -3.205  -1.656  -0.811
F  -1.585  -1.663  1.325
F  -1.995  0.513  0.042
F  -0.893  -2.826  -1.023
C  -3.502  4.032  -5.284
O  -2.371  4.615  -5.357
N  -4.643  4.417  -5.891
C  -5.895  3.677  -5.642
C  -4.725  5.664  -6.641
H  -3.581  3.120  -4.672
H  -6.107  3.007  -6.475
H  -6.682  4.398  -5.422
H  -5.838  3.018  -4.776
H  -4.992  6.400  -5.883
H  -3.850  6.061  -7.157
H  -5.542  5.684  -7.362
C  -7.399  2.353  6.426
O  -6.510  3.158  6.492
N  -7.465  1.193  5.768
C  -8.325  0.148  6.323
C  -6.538  0.768  4.780
H  -8.228  2.472  7.141
H  -8.786  -0.483  5.563
H  -9.119  0.644  6.881
H  -7.751  -0.493  6.992
H  -7.060  0.335  3.926
H  -5.948  1.583  4.360
H  -5.824  0.140  5.312
C  4.079  -6.765  -2.328
O  5.039  -6.760  -3.113
N  3.858  -7.877  -1.532
C  2.657  -7.848  -0.672
C  4.779  -8.983  -1.403
H  3.363  -5.935  -2.216
H  2.944  -8.281  0.286
H  1.869  -8.497  -1.055
H  2.243  -6.846  -0.558
H  5.155  -9.033  -0.382
H  4.299  -9.887  -1.780
H  5.597  -8.837  -2.108
C  4.265  2.363  -3.739
O  4.227  3.465  -4.261
N  5.340  1.506  -3.685
C  5.236  0.046  -3.491
C  6.663  1.833  -4.243
H  3.412  1.798  -3.333
H  5.837  -0.433  -2.718
H  5.294  -0.512  -4.426
H  4.205  -0.194  -3.232
H  7.484  1.599  -3.566
H  7.014  1.291  -5.121
H  6.765  2.891  -4.485
C  -9.371  -3.056  -0.956
O  -9.980  -3.362  0.067
N  -9.628  -3.620  -2.167
C  -8.738  -3.202  -3.239
C  -10.753  -4.535  -2.463
H  -8.514  -2.365  -0.960
H  -7.780  -2.727  -3.027
H  -9.320  -2.465  -3.792
H  -8.596  -4.039  -3.923
H  -10.455  -5.309  -3.170
H  -11.140  -5.075  -1.599
H  -11.570  -3.882  -2.771
C  1.544  -4.806  6.135
O  1.792  -5.959  5.883
N  2.345  -3.935  6.902
C  1.926  -2.582  7.215
C  3.780  -4.230  7.313
H  0.634  -4.283  5.801
H  0.917  -2.361  6.868
H  2.498  -1.820  6.685
H  1.949  -2.367  8.283
H  3.976  -5.256  7.002
H  4.495  -3.681  6.699
H  3.991  -4.158  8.380
C  -4.763  -7.810  -0.786
O  -5.023  -8.588  -1.687
N  -5.343  -7.722  0.419
C  -5.001  -6.763  1.406
C  -6.521  -8.582  0.670
H  -4.010  -7.015  -0.906
H  -4.579  -5.874  0.938
H  -4.311  -7.230  2.109
H  -5.874  -6.323  1.888
H  -6.697  -9.001  1.661
H  -7.475  -8.058  0.614
H  -6.496  -9.444  0.004
C  -3.040  -3.167  -6.873
O  -4.216  -3.029  -7.298
N  -2.351  -4.330  -6.953
C  -1.025  -4.381  -6.310
C  -2.838  -5.554  -7.614
H  -2.441  -2.336  -6.469
H  -0.354  -4.907  -6.989
H  -1.072  -4.876  -5.340
H  -0.484  -3.442  -6.191
H  -2.037  -6.038  -8.173
H  -3.252  -6.196  -6.836
H  -3.673  -5.474  -8.310
C  7.066  3.204  2.258
C  6.702  1.805  2.780
O  7.663  1.274  3.729
P  9.118  0.681  3.186
O  10.018  1.529  2.366
O  9.909  0.075  4.479
C  10.450  0.972  5.400
C  11.943  1.219  5.295
O  8.728  -0.680  2.368
C  8.146  -1.785  3.022
C  7.057  -2.328  2.115
H  6.436  3.204  1.369
H  6.895  4.044  2.933
H  8.099  3.323  1.931
H  5.745  1.823  3.303
H  6.485  1.031  2.045
H  9.826  1.866  5.420
H  10.270  0.642  6.423
H  12.536  0.379  5.658
H  12.358  1.383  4.301
H  12.168  1.992  6.030
H  8.962  -2.488  3.187
H  7.844  -1.408  4.000
H  7.576  -2.686  1.226
H  6.344  -3.069  2.477
H  6.429  -1.521  1.739
C  0.305  6.293  1.399
C  -0.220  7.134  0.341
O  0.889  7.936  -0.147
P  0.793  9.271  -1.144
O  1.039  9.064  -2.637
O  -0.712  9.826  -0.745
C  -1.757  9.684  -1.672
C  -3.009  10.234  -1.028
O  1.823  10.317  -0.473
C  1.433  10.889  0.770
C  2.520  11.896  1.096
H  0.711  7.037  2.084
H  -0.506  5.842  1.972
H  0.968  5.541  0.971
H  -0.479  6.519  -0.521
H  -1.091  7.682  0.698
H  -1.581  10.275  -2.571
H  -1.808  8.668  -2.064
H  -3.906  9.862  -1.523
H  -3.101  9.720  -0.072
H  -3.129  11.317  -0.990
H  0.505  11.458  0.704
H  1.343  10.093  1.508
H  3.415  11.345  1.384
H  2.580  12.519  0.204
H  2.269  12.441  2.006